1:
Here is a 9-piece molecular cluster, C18H57N3O9 overall from OMol25. Energies are from ωB97M-V with the def2-TZVPD basis set.

```
! wB97M-V def2-TZVPD RIJCOSX def2/J DEFGRID3
* xyz 0 1
C 3.78 -21.23 14.17
O 3.33 -22.56 14.36
C 2.97 -23.12 13.10
C 2.39 -24.55 13.45
C 3.31 -25.72 13.27
N 1.15 -24.81 12.58
H 4.29 -20.97 15.10
H 2.93 -20.57 13.93
H 4.58 -21.26 13.41
H 2.13 -22.57 12.61
H 3.78 -23.10 12.39
H 2.04 -24.45 14.47
H 4.06 -25.66 14.02
H 3.74 -25.75 12.30
H 2.63 -26.56 13.35
H 1.32 -25.22 11.66
H 0.60 -24.00 12.41
C 7.35 -18.37 4.59
O 6.16 -19.14 4.50
C 5.16 -18.61 5.38
C 5.36 -19.17 6.77
C 5.47 -20.71 6.67
N 4.22 -18.81 7.58
H 7.91 -18.42 3.62
H 8.02 -18.65 5.40
H 7.08 -17.34 4.70
H 5.21 -17.53 5.41
H 4.21 -18.91 4.89
H 6.26 -18.70 7.23
H 5.50 -21.17 7.71
H 6.34 -21.05 6.10
H 4.51 -21.05 6.29
H 4.38 -19.24 8.51
H 3.51 -19.40 7.17
C -0.52 -13.95 8.63
O -0.22 -15.21 8.06
C 0.61 -15.97 8.92
C 0.67 -17.32 8.30
C 1.50 -18.19 9.21
N 1.34 -17.31 6.92
H -1.59 -13.89 8.84
H -0.22 -13.11 7.96
H 0.05 -13.80 9.60
H 1.63 -15.56 8.96
H 0.14 -16.00 9.88
H -0.30 -17.78 8.18
H 1.85 -19.00 8.59
H 0.98 -18.49 10.08
H 2.39 -17.65 9.54
H 0.87 -16.67 6.29
H 2.32 -17.01 7.03
C -4.34 -17.51 9.29
C -3.14 -16.64 9.13
O -2.11 -16.96 10.10
H -5.12 -17.30 8.56
H -4.75 -17.32 10.27
H -4.08 -18.57 9.19
H -3.44 -15.63 9.38
H -2.82 -16.67 8.11
H -2.09 -17.88 10.30
C -0.66 -20.84 12.83
C -0.93 -20.40 11.40
O -1.72 -19.15 11.51
H 0.03 -21.70 12.88
H -1.58 -21.11 13.41
H -0.10 -20.08 13.39
H -1.62 -21.10 10.89
H -0.06 -20.14 10.79
H -1.40 -18.81 12.37
C 0.94 -22.76 9.44
C 0.90 -21.83 8.29
O 2.21 -21.57 7.82
H -0.07 -23.11 9.68
H 1.22 -22.33 10.43
H 1.61 -23.60 9.35
H 0.47 -20.84 8.60
H 0.33 -22.16 7.40
H 2.06 -21.00 7.08
O 3.76 -20.86 10.29
H 4.68 -21.12 10.27
H 3.40 -21.17 9.46
O 1.07 -19.81 5.90
H 0.88 -19.71 4.96
H 1.11 -18.90 6.23
O -3.98 -20.60 12.38
H -3.32 -20.01 12.03
H -4.84 -20.12 12.27
*
```

- E_HOMO: -9.033 eV
- SMILES: COC[C@H](C)N.COC[C@H](C)N.COC[C@H](C)N.CCO.CCO.CCO.O.O.O
- Lowest unoccupied orbital energy: 0.020 hartree

Here are the Mulliken charges for atoms 1 to 4, given in e:
1 C -0.51
2 O -0.44
3 C 0.26
4 C 0.40

2:
Here is a 9-piece molecular cluster, C18H57N3O9 overall from OMol25. Energies are from ωB97M-V with the def2-TZVPD basis set.

```
! wB97M-V def2-TZVPD RIJCOSX def2/J DEFGRID3
* xyz 0 1
C 1.13 4.80 5.56
O 1.72 3.54 5.82
C 2.72 3.10 4.90
C 3.08 1.61 5.06
C 4.19 1.35 6.02
N 3.49 0.94 3.86
H 0.57 5.13 6.44
H 0.44 4.82 4.72
H 1.81 5.64 5.43
H 2.32 3.34 3.91
H 3.51 3.80 5.16
H 2.22 1.09 5.46
H 3.98 1.91 6.93
H 5.20 1.67 5.76
H 4.18 0.29 6.27
H 4.50 0.90 3.96
H 3.27 1.58 3.11
C -5.13 -7.91 -0.67
O -5.52 -7.22 0.55
C -5.08 -5.83 0.66
C -3.58 -5.64 0.90
C -3.23 -6.25 2.26
N -3.28 -4.23 0.80
H -5.29 -8.98 -0.49
H -4.05 -7.87 -0.77
H -5.68 -7.67 -1.58
H -5.42 -5.29 -0.23
H -5.57 -5.26 1.45
H -3.08 -6.23 0.14
H -2.16 -6.12 2.39
H -3.58 -7.28 2.16
H -3.85 -5.79 3.03
H -2.49 -3.93 1.35
H -4.12 -3.76 1.12
C 2.70 6.77 -6.39
O 1.60 5.87 -6.09
C 0.95 5.94 -4.84
C 0.84 4.56 -4.17
C -0.23 3.59 -4.79
N 0.77 4.69 -2.72
H 2.51 7.81 -6.12
H 3.07 6.74 -7.42
H 3.61 6.53 -5.84
H 1.53 6.61 -4.20
H -0.02 6.43 -4.95
H 1.81 4.07 -4.33
H -0.34 2.74 -4.11
H -0.04 3.04 -5.71
H -1.15 4.11 -5.04
H 0.83 3.75 -2.36
H 1.60 5.16 -2.38
C -4.82 -0.74 -3.62
C -3.67 -1.75 -3.82
O -2.73 -1.51 -2.77
H -5.39 -0.86 -2.70
H -5.51 -0.90 -4.45
H -4.50 0.30 -3.70
H -3.25 -1.68 -4.82
H -3.86 -2.82 -3.86
H -3.10 -1.89 -1.96
C -2.01 3.25 1.59
C -3.10 2.65 0.71
O -4.11 3.51 0.36
H -1.67 4.19 1.15
H -1.23 2.50 1.76
H -2.59 3.37 2.50
H -3.56 1.82 1.25
H -2.76 2.31 -0.27
H -3.78 4.31 -0.07
C 4.70 -4.14 -0.74
C 5.38 -5.33 -0.09
O 6.51 -4.91 0.58
H 4.41 -3.46 0.06
H 3.98 -4.46 -1.49
H 5.46 -3.74 -1.40
H 5.57 -6.10 -0.84
H 4.77 -5.95 0.56
H 6.32 -4.95 1.52
O 0.42 -1.39 2.88
H -0.10 -0.83 3.45
H 1.33 -1.14 3.07
O 1.20 -0.76 -0.85
H 0.45 -0.93 -1.41
H 0.91 -1.02 0.03
O 4.36 1.60 -0.50
H 4.87 1.92 -1.24
H 3.84 0.87 -0.85
*
```

- E_HOMO: -9.251 eV
- SMILES: COC[C@H](C)N.COC[C@H](C)N.COC[C@H](C)N.CCO.CCO.CCO.O.O.O
- Lowest unoccupied orbital energy: 0.010 hartree

Here are the Mulliken charges for atoms 1 to 4, given in e:
1 C -0.70
2 O -0.33
3 C -0.68
4 C 0.74

Result of the stability comparison: 1 is the most stable of them.

1:
Here is an isolated ion of composition C5H14NS and charge +1 from OMol25. Energies are from ωB97M-V with the def2-TZVPD basis set.

```
! wB97M-V def2-TZVPD RIJCOSX def2/J DEFGRID3
* xyz 1 1
C -0.73 -2.67 -0.44
N -0.06 -1.59 0.28
C -0.54 0.06 -0.26
S -0.03 0.16 -1.95
C 0.13 1.05 0.66
C 1.65 0.94 0.65
C -0.31 2.45 0.20
H -0.43 -2.65 -1.48
H -0.45 -3.63 -0.01
H -1.81 -2.56 -0.36
H -0.28 -1.61 1.28
H 0.95 -1.62 0.15
H -1.61 0.00 -0.14
H -1.12 -0.40 -2.48
H -0.25 0.89 1.68
H 2.02 0.83 -0.37
H 2.09 1.84 1.06
H 2.00 0.10 1.25
H 0.15 2.70 -0.75
H 0.00 3.19 0.94
H -1.39 2.52 0.10
*
```

- E_HOMO: -14.150 eV
- SMILES: C[NH2+][C@H](S)C(C)C
- Lowest unoccupied orbital energy: -0.114 hartree

Here are the Mulliken charges for atoms 1 to 4, given in e:
1 C -0.88
2 N -0.29
3 C -0.43
4 S -0.04

2:
Here is a 2-piece molecular cluster, C5H14NS overall from OMol25. Energies are from ωB97M-V with the def2-TZVPD basis set.

```
! wB97M-V def2-TZVPD RIJCOSX def2/J DEFGRID3
* xyz 1 1
C -1.73 1.40 -0.13
C -2.40 0.75 1.13
S -2.62 -1.05 1.02
H -2.16 1.07 -1.01
H -0.62 1.24 -0.27
H -1.90 2.49 -0.14
H -1.83 0.95 2.06
H -3.40 1.15 1.31
H -3.45 -0.93 -0.08
C 3.39 0.13 0.15
C 1.97 -0.35 0.20
C 1.40 -0.94 -0.86
N -0.02 -1.28 -0.81
H 3.84 -0.05 -0.87
H 3.47 1.23 0.33
H 4.04 -0.33 0.93
H 1.42 -0.18 1.21
H 1.97 -1.15 -1.78
H -0.42 -1.41 0.14
H -0.65 -0.56 -1.22
H -0.29 -2.18 -1.32
*
```

- E_HOMO: -13.283 eV
- Lowest unoccupied orbital energy: -0.115 hartree

Here are the Mulliken charges for atoms 1 to 4, given in e:
1 C -1.05
2 C -0.39
3 S -0.28
4 H 0.40

Result of the stability comparison: 1 is the most stable of them.

1:
Here is a 2-piece molecular cluster, C5H14NS overall from OMol25. Energies are from ωB97M-V with the def2-TZVPD basis set.

```
! wB97M-V def2-TZVPD RIJCOSX def2/J DEFGRID3
* xyz 1 1
C 0.18 -2.02 -1.65
C 0.10 -1.71 -0.18
C -1.23 -1.00 0.07
S -1.22 -0.21 1.70
H 1.01 -2.69 -1.92
H 0.31 -1.08 -2.21
H -0.77 -2.53 -2.01
H 0.08 -2.62 0.40
H 0.97 -1.10 0.08
H -2.02 -1.78 0.04
H -1.51 -0.19 -0.62
H -0.82 -1.27 2.41
C 1.48 1.51 -0.27
C 1.96 1.66 -1.50
N 0.21 2.15 0.11
H 1.93 0.90 0.52
H 2.99 1.41 -1.69
H 1.32 1.93 -2.36
H -0.27 2.45 -0.76
H -0.36 1.40 0.66
H 0.37 2.93 0.73
*
```

- E_HOMO: -13.221 eV
- Lowest unoccupied orbital energy: -0.122 hartree

Here are the Mulliken charges for atoms 1 to 4, given in e:
1 C -1.20
2 C 0.00
3 C -0.78
4 S -0.30

2:
Here is a 2-piece molecular cluster, C5H14NS overall from OMol25. Energies are from ωB97M-V with the def2-TZVPD basis set.

```
! wB97M-V def2-TZVPD RIJCOSX def2/J DEFGRID3
* xyz 1 1
C 1.29 1.56 0.36
C 0.34 -0.09 -1.54
C -1.94 -0.03 -0.12
C 0.77 -1.38 1.10
C 0.44 0.43 -0.13
N -0.89 0.79 0.52
S 0.20 -2.73 0.15
H 1.04 1.87 1.31
H 1.17 2.27 -0.41
H 2.41 1.23 0.47
H -0.38 0.52 -2.24
H -0.01 -1.09 -1.53
H 1.24 0.22 -2.12
H -2.27 0.27 -1.04
H -1.71 -1.04 -0.09
H -2.88 0.04 0.61
H 1.81 -1.14 1.40
H 0.18 -1.23 1.94
H -1.21 1.82 0.37
H -0.94 0.66 1.50
H 1.35 -2.94 -0.54
*
```

- E_HOMO: -12.468 eV
- Lowest unoccupied orbital energy: -0.117 hartree

Here are the Mulliken charges for atoms 1 to 4, given in e:
1 C -1.63
2 C -1.40
3 C -1.06
4 C -0.57

Result of the stability comparison: 1 is the most stable of them.

1:
Here is one molecule with the formula C4H4N2O4 from OMol25. Energies are from ωB97M-V with the def2-TZVPD basis set.

```
! wB97M-V def2-TZVPD RIJCOSX def2/J DEFGRID3
* xyz 0 1
O -1.90 1.46 0.09
C -1.40 0.43 0.20
N -2.13 -0.84 0.42
O -3.18 -0.85 -0.53
C 0.09 0.16 0.07
C 0.83 -0.93 0.16
C 2.29 -0.43 0.00
O 3.33 -1.06 -0.08
N 2.05 0.88 -0.05
O 0.74 1.31 -0.11
H -2.49 -0.63 1.26
H -3.18 -1.60 -0.98
H 0.68 -1.90 0.39
H 2.74 1.54 -0.73
*
```

- E_HOMO: -9.937 eV
- SMILES: O=C(NO)c1cc(=O)[nH]o1
- Lowest unoccupied orbital energy: -0.012 hartree

Here are the Mulliken charges for atoms 1 to 4, given in e:
1 O -0.40
2 C 0.26
3 N -0.16
4 O -0.39

2:
Here is one molecule with the formula C4H4N2O4 from OMol25. Energies are from ωB97M-V with the def2-TZVPD basis set.

```
! wB97M-V def2-TZVPD RIJCOSX def2/J DEFGRID3
* xyz 0 1
C -0.85 3.11 0.14
C -0.96 1.79 0.32
C 0.17 0.87 0.24
O 1.27 0.78 0.64
O -0.53 -0.16 -0.43
N 0.07 -1.44 -0.55
O 1.40 -1.56 -1.09
N 1.55 -2.81 -0.34
C 0.26 -2.50 0.23
O -0.46 -3.09 0.95
H -1.67 3.77 0.12
H 0.10 3.55 0.38
H -1.92 1.26 0.39
H 1.58 -3.56 -1.00
*
```

- E_HOMO: -9.656 eV
- SMILES: C=CC(=O)On1o[nH]c1=O
- Lowest unoccupied orbital energy: -0.003 hartree

Here are the Mulliken charges for atoms 1 to 4, given in e:
1 C -0.66
2 C -0.31
3 C 0.78
4 O -0.45

Result of the stability comparison: 1 is the most stable of them.

1:
Here is one molecule with the formula C3H8N2O from OMol25. Energies are from ωB97M-V with the def2-TZVPD basis set.

```
! wB97M-V def2-TZVPD RIJCOSX def2/J DEFGRID3
* xyz 0 1
C 0.36 1.52 1.70
N -0.06 0.92 0.46
C 0.54 -0.34 -0.05
O 1.69 -0.66 0.19
C -0.49 -1.21 -0.77
N -0.62 -1.08 -2.19
H -0.13 0.98 2.46
H 1.49 1.38 1.85
H 0.23 2.62 1.82
H -0.96 1.03 0.13
H -1.48 -1.01 -0.30
H -0.24 -2.21 -0.29
H -0.06 -1.75 -2.63
H -0.25 -0.20 -2.37
*
```

- E_HOMO: -9.488 eV
- SMILES: CNC(=O)CN
- Lowest unoccupied orbital energy: 0.034 hartree

Here are the Mulliken charges for atoms 1 to 4, given in e:
1 C -0.78
2 N -0.22
3 C 0.48
4 O -0.58

2:
Here is one molecule with the formula C3H8N2O from OMol25. Energies are from ωB97M-V with the def2-TZVPD basis set.

```
! wB97M-V def2-TZVPD RIJCOSX def2/J DEFGRID3
* xyz 0 1
H 2.54 -0.19 -1.27
N 2.24 0.77 -1.76
C 1.02 0.90 -1.38
N 0.23 -0.02 -0.62
O 0.79 -1.22 -0.19
C -0.38 0.48 0.62
C -1.48 -0.47 1.19
H 0.44 1.77 -1.60
H 0.20 -2.02 -0.47
H 0.38 0.78 1.42
H -0.89 1.36 0.20
H -0.93 -1.33 1.62
H -2.12 0.13 1.87
H -2.04 -0.93 0.37
*
```

- E_HOMO: -9.245 eV
- SMILES: [H]/N=C\N(O)CC
- Lowest unoccupied orbital energy: 0.025 hartree

Here are the Mulliken charges for atoms 1 to 4, given in e:
1 H 0.29
2 N -0.62
3 C 0.04
4 N -0.05

3:
Here is one molecule with the formula C3H8N2O from OMol25. Energies are from ωB97M-V with the def2-TZVPD basis set.

```
! wB97M-V def2-TZVPD RIJCOSX def2/J DEFGRID3
* xyz 0 1
C -0.42 -0.54 -2.08
N -0.99 0.45 -1.19
C -0.53 0.49 0.00
O -1.05 1.38 0.87
N 0.44 -0.30 0.55
C 1.04 -0.07 1.85
H -0.97 -0.53 -3.03
H 0.64 -0.33 -2.31
H -0.48 -1.56 -1.68
H -1.75 1.82 0.36
H 0.98 -0.83 -0.11
H 1.95 0.53 1.79
H 1.28 -1.04 2.31
H 0.32 0.44 2.49
*
```

- E_HOMO: -8.689 eV
- SMILES: C/N=C(/O)NC
- Lowest unoccupied orbital energy: 0.033 hartree

Here are the Mulliken charges for atoms 1 to 4, given in e:
1 C -0.90
2 N -0.65
3 C 0.76
4 O -0.53

4:
Here is one molecule with the formula C3H8N2O from OMol25. Energies are from ωB97M-V with the def2-TZVPD basis set.

```
! wB97M-V def2-TZVPD RIJCOSX def2/J DEFGRID3
* xyz 0 1
H 0.95 -0.75 2.12
N 1.24 -0.44 1.21
C 0.27 -0.20 0.41
N -1.08 -0.26 0.72
C -2.22 0.24 -0.04
O 0.58 0.09 -0.87
C 2.01 0.12 -1.10
H -1.22 -0.26 1.72
H -2.32 1.33 -0.01
H -3.13 -0.19 0.39
H -2.16 -0.09 -1.08
H 2.55 -0.64 -0.52
H 2.14 -0.05 -2.16
H 2.40 1.09 -0.78
*
```

- E_HOMO: -8.902 eV
- SMILES: [H]/N=C(\NC)OC
- Lowest unoccupied orbital energy: 0.034 hartree

Here are the Mulliken charges for atoms 1 to 4, given in e:
1 H 0.17
2 N -0.73
3 C 0.69
4 N -0.24

Result of the stability comparison: 3 is the most stable of them.